[1]
81
Properties=species:S:1:pos:R:3:mulliken_charge:R:1 method="wB97M-V/def2-TZVPD" e_tot_ha=-4216.70748 charge=+2 largest_force_ev_per_a=3.396 e_above_lowest_ev=0.000 lumo_energy_ev=-6.14
Ti 0.200 0.177 1.285 -0.86
C -2.886 -1.615 2.252 -0.40
C -2.042 -2.018 3.448 -0.94
S -0.288 -1.858 3.081 0.47
C 0.370 -1.509 4.708 -0.57
C 1.833 -1.117 4.571 -1.05
S 2.170 0.149 3.332 0.13
C 1.954 1.694 4.233 -0.93
C 0.533 2.010 4.675 -0.83
S -0.583 2.012 3.264 0.19
C -2.105 1.455 4.037 -0.57
C -3.134 1.124 2.966 -1.18
S -2.581 0.044 1.625 0.35
H -3.942 -1.697 2.493 0.74
H -2.687 -2.261 1.397 -0.32
H -2.239 -3.057 3.705 0.62
H -2.261 -1.405 4.319 0.41
H 0.280 -2.422 5.293 0.59
H -0.228 -0.731 5.178 0.04
H 2.430 -1.973 4.258 0.46
H 2.234 -0.762 5.520 0.52
H 2.342 2.456 3.558 0.41
H 2.615 1.653 5.097 0.53
H 0.503 2.998 5.130 0.58
H 0.170 1.290 5.406 0.36
H -2.475 2.262 4.668 0.62
H -1.878 0.597 4.667 0.15
H -3.467 2.031 2.464 0.39
H -4.009 0.650 3.409 0.55
C 2.046 1.430 -4.414 -1.10
C 2.972 2.051 -3.377 -0.55
N 3.089 1.250 -2.115 0.05
C 4.394 0.573 -1.863 -1.05
C 4.398 -0.899 -2.259 -0.75
C 2.093 1.209 -1.262 0.28
S 2.332 0.260 0.208 -0.55
N 0.997 1.935 -1.609 0.02
C -0.048 2.125 -0.896 0.16
O -0.209 1.591 0.336 -0.16
C -1.136 2.965 -1.390 0.44
C -2.340 3.053 -0.692 0.10
C -3.364 3.850 -1.169 -0.94
C -3.183 4.568 -2.345 -0.43
C -1.984 4.486 -3.045 -0.83
C -0.962 3.685 -2.571 -0.34
H 1.998 2.094 -5.282 0.41
H 1.036 1.298 -4.025 0.23
H 2.429 0.463 -4.756 0.35
H 2.660 3.056 -3.114 0.44
H 3.976 2.111 -3.781 0.45
H 4.657 0.702 -0.819 0.57
H 5.131 1.113 -2.443 0.49
H 3.850 -1.512 -1.541 0.17
H 5.431 -1.255 -2.290 0.46
H 3.961 -1.042 -3.252 0.22
H -2.472 2.485 0.212 0.24
H -4.301 3.915 -0.632 0.44
H -3.983 5.198 -2.719 0.42
H -1.847 5.052 -3.958 0.45
H -0.022 3.614 -3.105 0.38
C -2.067 -3.775 -0.960 -2.04
C -0.637 -3.310 -1.161 1.60
C 0.283 -4.486 -1.380 -1.74
O -0.239 -2.639 0.094 -0.28
B -0.358 -1.303 -0.128 1.72
O -0.657 -0.949 -1.410 -0.46
C -0.503 -2.171 -2.225 1.56
C 0.883 -2.085 -2.846 -1.49
C -1.570 -2.167 -3.291 -1.84
H -2.110 -4.412 -0.073 0.49
H -2.414 -4.361 -1.816 0.39
H -2.752 -2.930 -0.825 0.35
H 0.063 -5.269 -0.651 0.44
H 1.331 -4.204 -1.277 0.29
H 0.128 -4.904 -2.382 0.38
H 1.665 -2.110 -2.078 0.17
H 0.963 -1.139 -3.390 0.21
H 1.057 -2.903 -3.550 0.49
H -2.577 -2.147 -2.871 0.38
H -1.472 -3.056 -3.926 0.37
H -1.445 -1.284 -3.922 0.42

=====

[2]
77
Properties=species:S:1:pos:R:3:lowdin_spin:R:1 method="wB97M-V/def2-TZVPD" e_tot_ha=-3887.92335 charge=+1 largest_force_ev_per_a=4.028 lumo_energy_ev="-4.59 / -3.61" multiplicity=6
Sm 0.196 -1.384 -2.200 5.26
C 1.010 -0.012 0.226 -0.05
C 0.092 -1.059 0.567 -0.01
C 2.035 -2.007 -0.346 -0.03
C 2.206 -0.599 -0.326 -0.04
C 0.720 -2.282 0.141 -0.06
C 0.847 1.338 0.821 -0.01
H -0.226 1.561 0.934 0.00
H 1.272 2.148 0.214 0.00
H 1.313 1.372 1.832 0.00
C 3.414 0.096 -0.868 -0.01
H 3.076 0.688 -1.736 0.00
H 4.206 -0.594 -1.220 0.00
H 3.943 0.752 -0.158 0.00
C 3.090 -2.938 -0.859 0.00
H 4.098 -2.559 -0.599 0.00
H 3.008 -3.035 -1.966 0.00
H 2.992 -3.942 -0.399 0.00
C 0.089 -3.624 0.300 -0.01
H -0.160 -3.795 1.347 0.00
H 0.684 -4.460 -0.050 0.00
H -0.864 -3.680 -0.236 0.00
C -0.854 -0.864 1.716 0.00
H -0.325 -0.615 2.674 0.00
H -1.523 -1.723 1.954 0.00
H -1.522 -0.018 1.513 0.00
C -3.858 2.443 -0.574 0.00
C -4.141 2.479 0.746 0.00
C -4.519 1.197 1.462 0.00
C -5.810 0.531 0.878 0.00
C -5.616 -0.858 0.391 0.00
C -4.594 -1.167 -0.417 0.00
C -3.605 -0.121 -0.978 0.00
C -4.189 1.242 -1.448 0.00
H -4.760 1.390 2.508 0.00
H -6.131 1.136 0.025 0.00
H -3.663 0.478 1.421 0.00
H -5.285 1.147 -1.539 0.00
H -3.453 3.348 -1.044 0.00
H -4.153 3.419 1.380 0.00
H -3.797 1.434 -2.463 0.00
H -2.762 0.163 -0.308 0.00
H -4.395 -2.237 -0.565 0.00
H -3.087 -0.538 -1.883 0.00
H -6.554 0.508 1.678 0.00
H -6.170 -1.672 0.895 0.00
P -3.284 -1.452 -4.043 0.00
P -1.251 -3.579 -3.546 -0.01
C -3.417 -2.837 -5.306 0.00
C -2.161 -3.699 -5.216 0.00
H -3.571 -2.425 -6.322 0.00
H -4.324 -3.437 -5.080 0.00
H -2.482 -4.739 -5.389 0.00
H -1.427 -3.462 -6.002 0.00
C -0.341 -5.080 -4.159 0.00
H 0.272 -5.562 -3.389 0.00
H 0.302 -4.745 -4.987 0.00
H -1.042 -5.831 -4.558 0.00
C -2.592 -4.487 -2.645 0.00
H -3.163 -5.130 -3.334 0.00
H -3.303 -3.812 -2.151 0.00
H -2.162 -5.131 -1.866 0.00
C -3.155 -0.065 -5.228 0.00
H -2.438 0.646 -4.812 0.00
H -4.122 0.424 -5.394 0.00
H -2.777 -0.441 -6.184 0.00
C -5.101 -1.516 -3.726 0.00
H -5.674 -1.820 -4.626 0.00
H -5.494 -0.544 -3.361 0.00
H -5.266 -2.247 -2.925 0.00
Cl 0.953 4.494 -3.372 0.00
C -0.159 3.289 -2.692 0.00
Cl -0.744 3.915 -1.100 0.00
Cl -1.440 2.971 -3.869 0.00
C 0.591 1.928 -2.443 0.00
O 1.758 2.069 -2.067 0.00
O -0.037 0.770 -2.523 -0.02

=====

[3]
88
Properties=species:S:1:pos:R:3:mulliken_charge:R:1 method="wB97M-V/def2-TZVPD" e_tot_ha=-8663.35100 charge=-1 largest_force_ev_per_a=0.796 lumo_energy_ev="1.22 / 1.24"
Os 1.511 -0.526 -0.924 2.34
O 1.663 -2.254 0.329 -0.52
S 1.132 -3.477 1.016 0.06
C 1.763 -3.331 2.707 -1.15
C 1.585 -1.988 3.410 -0.04
C 2.729 -0.996 3.175 -0.29
C 2.315 0.402 3.621 -1.43
S 1.322 1.261 2.316 0.52
O 1.252 0.194 1.249 -1.15
C 2.504 2.481 1.789 0.51
C 2.241 3.784 2.182 -0.54
C 3.102 4.794 1.778 -0.58
C 4.188 4.491 0.969 -0.49
C 4.421 3.183 0.565 -0.76
C 3.579 2.161 0.976 -0.48
C -0.616 -3.306 1.262 0.18
C -1.323 -4.505 1.277 -0.72
C -2.700 -4.474 1.423 -0.68
C -3.353 -3.251 1.513 -0.69
C -2.639 -2.062 1.472 -1.25
C -1.257 -2.077 1.354 0.09
H 2.819 -3.593 2.603 0.49
H 1.266 -4.149 3.234 0.55
H 1.492 -2.184 4.482 0.53
H 0.642 -1.531 3.114 -0.17
H 2.999 -0.989 2.117 0.03
H 3.615 -1.304 3.738 0.55
H 3.155 1.041 3.886 0.56
H 1.636 0.352 4.475 0.50
H 1.351 4.003 2.763 0.47
H 2.905 5.819 2.067 0.39
H 4.842 5.285 0.629 0.36
H 5.246 2.957 -0.099 0.44
H 3.734 1.144 0.634 0.41
H -0.799 -5.445 1.152 0.44
H -3.262 -5.399 1.439 0.39
H -4.432 -3.222 1.607 0.43
H -3.136 -1.105 1.553 0.49
H -0.699 -1.146 1.323 0.97
F 3.169 2.416 -2.706 -0.48
Te 1.446 1.663 -2.440 1.59
F 3.444 -0.574 -0.466 -0.73
F 1.630 0.987 -4.217 -0.47
F 0.797 3.159 -3.349 -0.40
F 1.280 2.841 -0.947 -0.44
O -0.553 1.194 -2.458 -0.56
C 0.299 -4.288 -2.303 -1.01
Ge 2.050 -3.481 -2.692 0.75
C 2.525 -4.037 -4.521 -1.40
C 3.457 -4.196 -1.514 -1.35
C 1.956 -1.536 -2.696 -1.08
H 0.371 -5.376 -2.240 0.31
H -0.395 -4.037 -3.108 0.39
H -0.137 -3.916 -1.374 0.19
H 2.420 -5.116 -4.647 0.37
H 3.560 -3.766 -4.736 0.37
H 1.886 -3.538 -5.251 0.36
H 4.112 -4.859 -2.083 0.52
H 3.046 -4.764 -0.681 0.31
H 4.048 -3.371 -1.115 0.37
H 1.296 -1.257 -3.519 0.52
H 2.951 -1.185 -2.995 0.50
Se -0.680 -0.128 -1.290 0.19
C -4.312 3.671 -0.178 -1.27
C -4.612 2.785 1.020 0.45
C -4.670 1.313 0.649 -1.09
O -3.702 3.074 2.095 -0.34
P -2.268 2.377 2.398 0.68
S -2.446 0.734 3.471 -0.63
S -1.156 2.295 0.758 -0.18
O -1.682 3.483 3.418 -0.44
C -1.661 4.915 3.296 0.64
C -2.943 5.497 3.870 -1.51
C -1.364 5.433 1.899 -0.83
H -5.081 3.531 -0.941 0.49
H -3.340 3.423 -0.602 0.19
H -4.308 4.721 0.118 0.28
H -5.583 3.072 1.434 0.30
H -3.734 0.996 0.186 0.01
H -5.481 1.160 -0.066 0.56
H -4.850 0.703 1.534 0.29
H -0.830 5.202 3.949 0.36
H -3.791 5.242 3.236 0.17
H -2.860 6.584 3.936 0.46
H -3.124 5.096 4.868 0.35
H -2.164 5.180 1.204 0.00
H -0.440 5.015 1.504 0.06
H -1.275 6.521 1.948 0.50